A.
Computed, not measured: 6 unconnected molecules or ions with the total composition H12O6, with the ωB97M-V functional and the def2-TZVPD basis.

```
18
Properties=species:S:1:pos:R:3
O 2.668 0.771 0.858
H 3.493 1.123 0.505
H 2.659 1.028 1.787
O -3.331 0.258 -0.965
H -3.955 0.480 -0.266
H -2.579 -0.147 -0.510
O -1.216 2.581 -0.801
H -2.025 2.229 -1.208
H -1.526 3.122 -0.066
O -0.136 0.138 0.140
H 0.762 0.373 0.408
H -0.529 0.957 -0.220
O 2.870 -2.251 0.468
H 2.077 -2.424 0.986
H 2.867 -1.294 0.325
O -1.013 -2.534 -0.378
H -0.702 -1.707 0.021
H -0.385 -2.703 -1.087
```

The value obtained for the lowest unoccupied orbital energy is 0.18 eV. The calculation puts the HOMO energy at -10.75 eV. Its structure (SMILES) is O.O.O.O.O.O. As for the multiplicity: 1. As for the HOMO-LUMO gap: 10.92 eV.

B.
Computed, not measured: 6 unconnected molecules or ions with the total composition H12O6, with the ωB97M-V functional and the def2-TZVPD basis.

```
18
Properties=species:S:1:pos:R:3
O 1.262 0.371 -0.538
H 0.724 -0.420 -0.505
H 2.149 0.051 -0.707
O -0.240 -3.130 -2.620
H -1.027 -3.510 -3.011
H 0.194 -2.680 -3.345
O 1.939 5.347 -0.692
H 1.864 4.400 -0.577
H 1.268 5.564 -1.339
O -3.547 2.214 1.177
H -3.712 2.124 0.239
H -2.623 2.458 1.236
O -0.824 -6.473 0.141
H -0.498 -6.607 1.030
H -0.506 -5.603 -0.103
O 1.158 2.348 3.138
H 1.165 1.901 3.984
H 1.252 1.646 2.494
```

The value obtained for the lowest unoccupied orbital energy is 0.17 eV. The calculation puts the HOMO energy at -11.43 eV. Its structure (SMILES) is O.O.O.O.O.O. As for the multiplicity: 1. As for the HOMO-LUMO gap: 11.60 eV.

C.
Computed, not measured: 6 unconnected molecules or ions with the total composition H12O6, with the ωB97M-V functional and the def2-TZVPD basis.

```
18
Properties=species:S:1:pos:R:3
O 0.926 1.156 -2.205
H 1.514 1.466 -1.524
H 0.361 0.614 -1.674
O -0.063 -2.460 -1.820
H -0.222 -3.416 -1.946
H 0.216 -2.184 -2.707
O 1.889 -1.029 0.979
H 1.090 -0.763 0.504
H 1.799 -1.972 0.996
O -0.427 -0.026 -0.219
H -0.772 -0.942 -0.445
H -1.070 0.205 0.435
O -1.859 -0.113 2.189
H -1.438 -0.953 2.226
H -1.541 0.260 3.004
O -0.079 3.182 0.431
H -0.572 2.932 1.239
H 0.249 4.043 0.538
```

The value obtained for the lowest unoccupied orbital energy is 0.20 eV. The calculation puts the HOMO energy at -10.17 eV. Its structure (SMILES) is O.O.O.O.O.O. As for the multiplicity: 1. As for the HOMO-LUMO gap: 10.38 eV.

D.
Computed, not measured: 6 unconnected molecules or ions with the total composition H12O6, with the ωB97M-V functional and the def2-TZVPD basis.

```
18
Properties=species:S:1:pos:R:3
O 16.159 -29.303 10.912
H 16.976 -29.241 10.388
H 15.786 -28.504 10.651
O 16.057 -28.933 13.573
H 16.813 -29.325 14.000
H 16.229 -28.912 12.585
O 13.129 -30.006 13.951
H 14.067 -29.771 13.904
H 13.068 -30.388 13.036
O 13.999 -30.848 11.278
H 14.949 -30.567 11.219
H 13.814 -30.771 10.358
O 14.239 -30.385 8.571
H 13.748 -29.726 8.024
H 14.796 -30.887 8.037
O 11.251 -32.156 9.872
H 10.566 -32.678 10.315
H 11.659 -31.668 10.571
```

The value obtained for the lowest unoccupied orbital energy is -0.15 eV. The calculation puts the HOMO energy at -9.90 eV. Its structure (SMILES) is O.O.O.O.O.O. As for the multiplicity: 1. As for the HOMO-LUMO gap: 9.75 eV.

Unit: kcal/mol. Relative energies: A 0.0; B 20.1; C 13.6; D 15.6.

A.
Computed, not measured: a molecular structure, H12O6, with the ωB97M-V functional and the def2-TZVPD basis.

```
18
Properties=species:S:1:pos:R:3
O -16.326 13.216 3.322
H -16.513 12.298 3.127
H -16.933 13.440 4.027
O -17.305 13.766 5.054
H -16.842 14.509 5.442
H -17.428 13.155 5.781
O -18.433 15.623 4.170
H -17.936 16.159 3.551
H -17.970 14.785 4.187
O -17.011 11.147 2.502
H -17.606 10.952 3.226
H -16.432 10.386 2.455
O -15.134 14.647 2.518
H -14.527 14.675 3.258
H -15.679 13.878 2.684
O -16.536 11.585 0.455
H -16.669 11.574 1.403
H -16.925 10.766 0.149
```

The value obtained for the lowest unoccupied orbital energy is -0.64 eV. The calculation puts the HOMO energy at -8.82 eV. As for the multiplicity: 1. As for the HOMO-LUMO gap: 8.19 eV.

B.
Computed, not measured: 6 unconnected molecules or ions with the total composition H12O6, with the ωB97M-V functional and the def2-TZVPD basis.

```
18
Properties=species:S:1:pos:R:3
H 2.334 -0.975 -1.501
H 1.582 -0.698 -0.219
H 0.380 -1.151 1.521
H 1.103 0.210 1.644
H -0.397 1.807 0.479
H -0.899 0.913 1.714
H -1.959 -1.687 1.717
H -1.442 -1.113 0.260
H -0.332 -1.085 -1.291
H -1.362 0.047 -1.571
H 0.194 2.358 -2.013
H 0.824 1.034 -1.435
O 1.553 -0.503 -1.186
O 1.323 -0.754 1.537
O -0.215 1.623 1.438
O -1.363 -1.017 1.274
O -1.293 -0.892 -1.470
O -0.008 1.586 -1.507
```

The value obtained for the lowest unoccupied orbital energy is 0.48 eV. The calculation puts the HOMO energy at -10.93 eV. Its structure (SMILES) is O.O.O.O.O.O. As for the multiplicity: 1. As for the HOMO-LUMO gap: 11.41 eV.

C.
Computed, not measured: 6 unconnected molecules or ions with the total composition H12O6, with the ωB97M-V functional and the def2-TZVPD basis.

```
18
Properties=species:S:1:pos:R:3
O -1.332 0.925 -1.791
H -1.895 0.368 -2.290
H -0.462 0.738 -2.246
O 0.478 0.590 0.246
H 0.166 0.858 1.105
H -0.166 1.007 -0.350
O 3.029 1.024 -0.331
H 2.937 1.945 -0.586
H 2.198 0.627 -0.183
O -0.509 -0.169 2.866
H -1.361 -0.125 3.305
H -0.716 -0.397 2.007
O 1.478 -1.727 -0.803
H 1.947 -1.830 -0.018
H 1.111 -0.855 -0.514
O -2.262 -0.991 0.252
H -2.804 -0.448 -0.274
H -1.831 -1.540 -0.387
```

The value obtained for the lowest unoccupied orbital energy is -0.04 eV. The calculation puts the HOMO energy at -10.73 eV. Its structure (SMILES) is O.O.O.O.O.O. As for the multiplicity: 1. As for the HOMO-LUMO gap: 10.69 eV.

Unit: kcal/mol. Relative energies: A 167.8; B 0.0; C 34.1.

A.
Computed, not measured: 6 unconnected molecules or ions with the total composition H12O6, with the ωB97M-V functional and the def2-TZVPD basis.

```
18
Properties=species:S:1:pos:R:3
O -0.380 0.175 -1.607
H 0.016 -0.531 -1.055
H 0.182 0.953 -1.438
O 2.323 0.695 0.953
H 1.760 1.311 1.465
H 1.777 -0.133 0.837
O 1.503 2.045 -1.192
H 1.913 1.361 -0.655
H 2.169 2.235 -1.907
O 0.778 -1.474 0.533
H -0.111 -1.657 0.913
H 1.330 -2.234 0.660
O -1.682 -1.553 1.429
H -1.905 -1.058 2.242
H -2.017 -0.974 0.675
O -2.680 0.313 -0.237
H -1.771 0.508 -0.600
H -3.204 0.018 -1.018
```

The value obtained for the lowest unoccupied orbital energy is 0.55 eV. The calculation puts the HOMO energy at -11.17 eV. Its structure (SMILES) is O.O.O.O.O.O. As for the multiplicity: 1. As for the HOMO-LUMO gap: 11.71 eV.

B.
Computed, not measured: 6 unconnected molecules or ions with the total composition H12O6, with the ωB97M-V functional and the def2-TZVPD basis.

```
18
Properties=species:S:1:pos:R:3
O 15.527 -17.688 -6.380
H 16.250 -17.680 -7.007
H 14.741 -17.758 -6.921
O 17.595 -12.627 -10.440
H 17.256 -13.068 -9.661
H 17.300 -11.721 -10.350
O 19.271 -17.629 -8.736
H 19.912 -17.030 -8.353
H 19.670 -17.912 -9.559
O 14.538 -6.377 -12.765
H 15.230 -6.645 -12.159
H 14.505 -5.424 -12.684
O 20.654 -15.185 -12.804
H 21.523 -14.786 -12.775
H 20.084 -14.551 -12.369
O 17.160 -7.619 -9.129
H 18.089 -7.447 -8.977
H 16.705 -6.976 -8.586
```

The value obtained for the lowest unoccupied orbital energy is 0.43 eV. The calculation puts the HOMO energy at -11.38 eV. Its structure (SMILES) is O.O.O.O.O.O. As for the multiplicity: 1. As for the HOMO-LUMO gap: 11.81 eV.

Unit: kcal/mol. Relative energies: A 0.0; B 31.0.

A.
Computed, not measured: a molecular structure, C4H5FS, with the ωB97M-V functional and the def2-TZVPD basis.

```
11
Properties=species:S:1:pos:R:3
C -0.347 -2.027 0.181
C -0.176 -0.861 -0.442
C 0.836 1.237 -0.597
C 1.270 2.569 -0.911
H 0.252 -3.210 -0.123
H 0.327 -0.957 -1.400
H 1.219 0.199 -1.400
H 0.565 3.520 -0.191
H 2.211 2.652 -1.525
F -0.654 -2.184 1.385
S -0.511 0.747 0.174
```

The value obtained for the lowest unoccupied orbital energy is 0.78 eV. The calculation puts the HOMO energy at -8.09 eV. As for the multiplicity: 1. As for the HOMO-LUMO gap: 8.87 eV.

B.
Computed, not measured: a single C4H5FS molecule, with the ωB97M-V functional and the def2-TZVPD basis.

```
11
Properties=species:S:1:pos:R:3
C -0.310 -0.319 -1.083
C -0.046 1.056 -1.241
C 0.371 0.299 1.185
C -0.045 -0.950 0.317
H -0.217 1.752 -2.123
H -0.533 0.422 1.987
H 1.152 0.113 1.928
H -0.840 -1.466 0.628
H 0.781 -1.670 0.238
F -0.847 -1.087 -2.000
S 0.535 1.849 0.165
```

The value obtained for the lowest unoccupied orbital energy is 0.93 eV. The calculation puts the HOMO energy at -7.72 eV. Its structure (SMILES) is FC1=CSCC1. As for the multiplicity: 1. As for the HOMO-LUMO gap: 8.65 eV.

C.
Computed, not measured: a single C4H5FS molecule, with the ωB97M-V functional and the def2-TZVPD basis.

```
11
Properties=species:S:1:pos:R:3
C 0.533 0.806 0.598
C -0.561 -0.204 1.152
C 0.096 -0.416 -0.197
C -0.387 -0.232 -1.576
H 0.068 1.741 0.606
H -1.537 -0.085 1.288
H 0.067 -1.106 1.663
H 0.998 -1.112 -0.003
H -0.951 0.773 -1.614
F 1.798 0.792 1.027
S -0.123 -0.957 -2.944
```

The value obtained for the lowest unoccupied orbital energy is -0.11 eV. The calculation puts the HOMO energy at -8.77 eV. Its structure (SMILES) is F[C@@H]1C[C@H]1C=S. As for the multiplicity: 1. As for the HOMO-LUMO gap: 8.66 eV.

Unit: kcal/mol. Relative energies: A 103.3; B 0.0; C 38.9.

A.
Computed, not measured: 2 unconnected molecules or ions with the total composition C3H3NO2, with the ωB97M-V functional and the def2-TZVPD basis.

```
9
Properties=species:S:1:pos:R:3
C 1.678 0.815 -0.024
C 1.655 -0.697 0.066
C -2.013 -0.012 0.023
N 0.550 0.017 0.100
O 2.166 1.871 0.046
O 2.170 -1.775 -0.038
H -1.996 0.228 1.018
H -2.060 0.592 -0.911
H -2.150 -1.039 -0.280
```

The value obtained for the lowest unoccupied orbital energy (spin up / spin down) is -0.16 / -2.39 eV. The calculation puts the HOMO energy (spin up / spin down) at -9.72 / -8.84 eV. As for the multiplicity: 1. As for the HOMO-LUMO gap (spin up / spin down): 9.56 / 6.45 eV.

B.
Computed, not measured: a single C3H3NO2 molecule, with the ωB97M-V functional and the def2-TZVPD basis.

```
9
Properties=species:S:1:pos:R:3
O -2.145 0.028 0.263
C -0.883 -0.087 0.069
N -0.416 1.135 -0.109
O 0.966 1.139 -0.188
C 1.293 -0.168 -0.123
C 0.225 -0.998 0.028
H -1.627 1.384 0.143
H 2.355 -0.358 -0.201
H 0.233 -2.074 0.118
```

The value obtained for the lowest unoccupied orbital energy is 0.86 eV. The calculation puts the HOMO energy at -9.56 eV. Its structure (SMILES) is O=c1cco[nH]1. As for the multiplicity: 1. As for the HOMO-LUMO gap: 10.42 eV.

Unit: kcal/mol. Relative energies: A 21.4; B 0.0.

A.
Computed, not measured: a single C3H3NO2 molecule, with the ωB97M-V functional and the def2-TZVPD basis.

```
9
Properties=species:S:1:pos:R:3
C 0.934 0.119 -0.074
C -0.295 -0.770 0.158
C -1.663 -0.048 -0.066
H 1.532 1.987 -0.159
H -0.258 -1.720 -0.471
H -0.215 -1.304 0.968
N -2.621 0.530 -0.215
O 0.613 1.480 0.116
O 1.974 -0.274 -0.255
```

The value obtained for the lowest unoccupied orbital energy is 0.41 eV. The calculation puts the HOMO energy at -11.44 eV. Its structure (SMILES) is N#CCC(=O)O. As for the multiplicity: 1. As for the HOMO-LUMO gap: 11.85 eV.

B.
Computed, not measured: 2 unconnected molecules or ions with the total composition C3H3NO2, with the ωB97M-V functional and the def2-TZVPD basis.

```
9
Properties=species:S:1:pos:R:3
C -0.028 0.846 -0.528
C -1.695 -1.479 0.649
C 1.306 0.578 -0.185
N -1.037 1.158 -0.915
O -2.713 -1.963 0.571
O -0.725 -0.855 0.791
H 1.304 -0.506 -0.031
H 1.699 1.217 0.579
H 1.890 1.003 -0.930
```

The value obtained for the lowest unoccupied orbital energy is 0.52 eV. The calculation puts the HOMO energy at -11.25 eV. Its structure (SMILES) is O=C=O.CC#N. As for the multiplicity: 1. As for the HOMO-LUMO gap: 11.77 eV.

Unit: kcal/mol. Relative energies: A 20.1; B 0.0.

A.
Computed, not measured: 2 unconnected molecules or ions with the total composition C3H3NO2, with the ωB97M-V functional and the def2-TZVPD basis.

```
9
Properties=species:S:1:pos:R:3
C -2.531 1.698 0.326
C -2.208 -1.248 0.028
C -0.006 -0.215 0.279
N -1.271 -0.610 -0.306
O -3.487 1.750 -0.313
O -3.121 -1.937 0.229
H 0.584 0.048 -0.574
H -0.295 0.642 0.832
H 0.409 -0.971 0.966
```

The value obtained for the lowest unoccupied orbital energy is 0.82 eV. The calculation puts the HOMO energy at -10.40 eV. As for the multiplicity: 1. As for the HOMO-LUMO gap: 11.23 eV.

B.
Computed, not measured: a single C3H3NO2 molecule, with the ωB97M-V functional and the def2-TZVPD basis.

```
9
Properties=species:S:1:pos:R:3
O -0.789 -0.203 1.451
C -1.581 0.413 0.543
O -1.232 1.006 -0.437
C 1.336 -0.647 -1.177
C 0.928 -0.412 0.037
N 0.620 -0.177 1.216
H -2.618 0.263 0.870
H 1.493 -1.661 -1.523
H 1.451 0.184 -1.864
```

The value obtained for the lowest unoccupied orbital energy is 0.89 eV. The calculation puts the HOMO energy at -9.94 eV. Its structure (SMILES) is C=C=NOC=O. As for the multiplicity: 1. As for the HOMO-LUMO gap: 10.84 eV.

Unit: kcal/mol. Relative energies: A 0.0; B 56.9.

A.
Computed, not measured: a single C3H8S2 molecule, with the ωB97M-V functional and the def2-TZVPD basis.

```
13
Properties=species:S:1:pos:R:3
C 1.952 0.689 -1.369
C 0.893 0.808 -0.262
S 0.786 -0.581 0.821
S -1.254 0.186 1.611
C -2.286 -1.202 1.280
H 1.702 1.410 -2.151
H 2.952 0.824 -0.960
H 1.791 -0.316 -1.795
H -0.029 0.842 -0.847
H 0.889 1.817 0.164
H -3.280 -0.765 1.414
H -2.027 -2.109 1.831
H -2.087 -1.602 0.263
```

The value obtained for the lowest unoccupied orbital energy is -0.13 eV. The calculation puts the HOMO energy at -8.58 eV. Its structure (SMILES) is CCSSC. As for the multiplicity: 1. As for the HOMO-LUMO gap: 8.46 eV.

B.
Computed, not measured: a single C3H8S2 molecule, with the ωB97M-V functional and the def2-TZVPD basis.

```
13
Properties=species:S:1:pos:R:3
C 2.183 -0.268 -0.150
C 0.913 0.584 -0.359
S 0.187 0.812 1.281
S -1.822 1.096 1.192
C -2.462 -0.299 0.218
H 1.968 -1.251 0.264
H 2.988 0.173 0.423
H 2.541 -0.442 -1.181
H 1.159 1.485 -0.919
H 0.223 -0.029 -0.936
H -3.361 -0.099 -0.372
H -1.720 -0.754 -0.432
H -2.798 -1.009 0.971
```

The value obtained for the lowest unoccupied orbital energy is 0.88 eV. The calculation puts the HOMO energy at -8.13 eV. Its structure (SMILES) is CCSSC. As for the multiplicity: 1. As for the HOMO-LUMO gap: 9.01 eV.

Unit: kcal/mol. Relative energies: A 13.0; B 0.0.